--- w ---
Computed, not measured: 2 unconnected molecules or ions with the total composition H5N2P, with the ωB97M-V functional and the def2-TZVPD basis.

The geometry in ORCA input format:
```
! RIJCOSX wB97M-V def2-TZVPD def2/J DEFGRID3
* xyz 0 1
P -1.4909 0.0226 0.0042
N -0.0794 -0.9585 0.1405
N 1.1050 -0.3629 -0.0232
H -0.6994 1.1152 0.4598
H 1.0769 0.3223 -0.7811
H 1.0936 1.0677 0.7751
H 0.0625 -1.7454 0.7911
H -1.0683 0.5390 -1.3664
*
```

Output
LUMO   0.46 eV
Kohn-Sham gap   9.31 eV
HOMO level   -8.85 eV

---

--- x ---
Computed, not measured: a molecular structure, H5N2P, with the ωB97M-V functional and the def2-TZVPD basis.

The geometry in ORCA input format:
```
! RIJCOSX wB97M-V def2-TZVPD def2/J DEFGRID3
* xyz 0 1
P 0.7034 0.5257 -1.5043
N -0.5452 -0.1690 1.2833
N 0.5923 -0.5230 0.5772
H 1.4053 -0.1926 1.1273
H 0.6245 -0.4656 -2.5594
H -0.6698 0.5749 -1.3925
H -1.3496 -0.6004 0.8906
H -0.7609 0.8500 1.5778
*
```

Output
LUMO (alpha / beta)   0.01 / 0.01 eV
Kohn-Sham gap (alpha / beta)   7.86 / 7.86 eV
HOMO level (alpha / beta)   -7.85 / -7.85 eV

---

Least stable: w

---

--- w ---
Computed, not measured: 2 unconnected molecules or ions with the total composition C3H10S, with the ωB97M-V functional and the def2-TZVPD basis.

The geometry in ORCA input format:
```
! RIJCOSX wB97M-V def2-TZVPD def2/J DEFGRID3
* xyz 0 1
S -1.5611 1.7619 0.2302
C 1.2295 -1.6530 -0.7085
C -0.0061 -2.4859 -0.4455
C -0.4025 2.9672 0.9586
H -0.6240 3.0671 2.0107
H 1.0147 -0.6971 -1.1917
H -0.9390 -2.1960 -0.9234
H 1.9394 -2.1543 -1.3712
H 1.7852 -1.3599 0.1805
H 0.1095 -3.5195 -0.7936
H -2.7232 2.4261 0.2889
H 0.6013 2.5788 0.7581
H -0.1446 -2.6156 0.6292
H -0.2794 3.8802 0.3778
*
```

Output
LUMO   0.96 eV
SMILES string   CC.CS
Kohn-Sham gap   10.07 eV
HOMO level   -9.11 eV

---

--- x ---
Computed, not measured: 2 unconnected molecules or ions with the total composition C3H10S, with the ωB97M-V functional and the def2-TZVPD basis.

The geometry in ORCA input format:
```
! RIJCOSX wB97M-V def2-TZVPD def2/J DEFGRID3
* xyz 0 1
S -1.6154 -0.1401 -0.8950
C -3.2197 1.5484 0.6646
C 4.6425 -2.3131 0.1296
C -2.5268 1.4294 -0.6838
H 4.7812 -2.1447 1.1869
H -4.0121 2.3064 0.6115
H -0.4167 0.2028 -0.4186
H 5.1261 -1.4639 -0.3551
H 5.0448 -3.2450 -0.2310
H -3.3132 1.3099 -1.4187
H -1.8405 2.2360 -0.9129
H -3.6689 0.6009 0.9645
H -2.5636 1.9382 1.4418
H 3.5823 -2.2653 -0.0837
*
```

Output
LUMO   0.83 eV
SMILES string   CCS.C
Kohn-Sham gap   9.86 eV
HOMO level   -9.03 eV

---

Least stable: w

---

--- w ---
Computed, not measured: a single C5H12O2S molecule, with the ωB97M-V functional and the def2-TZVPD basis.

The geometry in ORCA input format:
```
! RIJCOSX wB97M-V def2-TZVPD def2/J DEFGRID3
* xyz 0 1
S 1.0828 0.4181 -1.9845
O -0.2007 1.9585 0.4150
O -0.4424 -1.3901 -0.9255
C 0.1566 -0.2624 -0.5544
C 0.6696 -0.7752 2.1178
C -0.8921 0.8009 -0.0730
C -1.7302 1.0673 -1.3205
C 1.2840 -0.8843 0.7513
H 1.5260 -1.8908 0.4320
H -1.4427 0.5316 0.7300
H -2.5012 0.4069 -1.5077
H -1.0777 1.1440 -2.2052
H 0.0164 -2.1608 -0.4833
H 2.1808 -0.2727 0.7947
H 0.5540 0.1504 2.5303
H 1.3624 -1.2017 2.8889
H -0.3251 -1.2456 2.0942
H -2.3023 1.9211 -1.3113
H 1.6486 -0.6555 -2.2155
H 0.4332 2.3403 -0.1731
*
```

Output
LUMO   0.67 eV
SMILES string   CC[C@](O)(S)[C@H](C)O
Kohn-Sham gap   9.62 eV
HOMO level   -8.96 eV

---

--- x ---
Computed, not measured: a single C5H12O2S molecule, with the ωB97M-V functional and the def2-TZVPD basis.

The geometry in ORCA input format:
```
! RIJCOSX wB97M-V def2-TZVPD def2/J DEFGRID3
* xyz 0 1
S -0.7657 -0.4691 -0.3509
O -1.6454 0.2596 0.9422
O -1.3734 0.0388 -1.5305
C 1.9622 -0.4575 -1.1412
C -2.5896 1.2619 0.6009
C -0.4276 -2.1021 -0.4847
C 1.3847 0.5654 1.2222
C 1.1025 0.4044 -0.1861
H 0.4588 0.8329 1.7476
H -0.0672 -2.3950 0.4061
H 2.0509 -0.2518 1.5818
H -1.2818 -2.8594 -0.8950
H 2.0510 -1.4428 -0.6125
H 0.9176 1.3923 -0.7727
H 2.1309 1.4670 1.3428
H 1.5099 -0.6543 -2.1293
H -2.5747 1.4925 -0.4528
H -3.5123 0.9468 0.9135
H -2.3241 2.0511 1.1934
H 2.9933 -0.0808 -1.3950
*
```

Output
LUMO   0.83 eV
SMILES string   C=[S@@](=O)(OC)C(C)C
Kohn-Sham gap   9.31 eV
HOMO level   -8.48 eV

---

Least stable: x

---

--- w ---
Computed, not measured: a molecular structure, C17H15N5O2S, with the ωB97M-V functional and the def2-TZVPD basis.

The geometry in ORCA input format:
```
! RIJCOSX wB97M-V def2-TZVPD def2/J DEFGRID3
* xyz 0 1
S 3.8808 0.0087 -0.8824
O 0.8147 1.9926 -2.3794
O -1.2852 3.0790 0.7282
N 1.2367 -0.4696 -0.9428
N 4.4373 -2.9502 1.2842
N 1.7603 2.2872 -0.3674
N -0.6892 2.9437 1.8951
N -0.5623 2.8744 -0.5221
C -3.6018 -0.0330 -1.3334
C 1.7394 1.6772 -1.8102
C 1.0766 -2.7976 0.5997
C -2.3864 -1.9510 0.0041
C 3.3897 -2.6916 1.1368
C -2.3855 -0.9866 -0.9485
C -3.8496 -2.4663 0.4254
C 1.5434 2.7503 2.7680
C -1.2641 -0.2332 -1.2557
C -0.0741 -2.0985 0.2007
C 0.5668 2.6026 0.4088
C 3.0897 1.0842 -1.9646
C 2.2186 -2.1454 0.4958
C 0.5770 2.9910 1.6175
C 2.2256 -0.9059 -0.5194
C -1.2607 -2.4568 0.4901
C -0.0675 -0.7398 -0.6149
H -1.4866 -3.4018 0.9928
H -3.8326 -3.3211 1.2484
H 1.2509 2.9878 3.7055
H 2.9630 0.4222 -3.0116
H -3.3484 0.7190 -2.1028
H 3.8611 1.6779 -2.2325
H 2.3684 3.4826 2.2786
H -1.0666 0.4820 -1.7036
H 2.0822 1.9040 2.6395
H -4.1771 -0.9668 -1.9276
H -4.6034 -1.5770 0.9479
H -4.3255 0.1930 -0.4280
H 1.0440 -3.2774 1.4437
H 2.5945 2.0079 0.1860
H -4.4543 -2.6976 -0.5502
*
```

Output
LUMO   -0.59 eV
Kohn-Sham gap   8.15 eV
HOMO level   -8.74 eV

---

--- x ---
Computed, not measured: a single C17H15N5O2S molecule, with the ωB97M-V functional and the def2-TZVPD basis.

The geometry in ORCA input format:
```
! RIJCOSX wB97M-V def2-TZVPD def2/J DEFGRID3
* xyz 0 1
S -3.4377 3.0462 0.7260
O 5.2903 -3.6335 -1.5152
O 4.2253 -2.0879 -2.7218
N 4.3977 -2.7533 -1.6513
N 0.9471 -0.0110 0.5597
N 0.0633 -0.4714 -1.5342
N -1.0340 1.0410 -0.1301
N -5.3215 2.8406 -1.0901
C -5.8602 4.5199 0.6589
C -4.4021 1.0643 -2.6859
C -3.1582 2.0130 -0.7018
C -0.8764 -0.3516 -2.4278
C 1.8655 -1.9683 1.6608
C 3.5725 -3.3002 0.5891
C 2.7321 -3.0673 1.6849
C 2.7226 -1.3381 -0.5004
C 0.9575 0.8403 1.7780
C -4.9810 3.4586 0.0217
C -4.2891 1.9766 -1.4901
C -3.0098 0.6837 -3.2693
C 3.5587 -2.4601 -0.5421
C -1.9655 0.4900 -2.2393
C 1.8323 -1.0969 0.5460
C -2.0022 1.1918 -1.0254
C -0.0288 0.2158 -0.4238
H -3.1219 -0.2178 -3.8628
H -6.4007 4.0302 1.4559
H 1.1484 -1.7939 2.4725
H 0.1468 0.6024 2.4932
H -2.6431 1.4790 -3.9927
H -5.2252 5.3183 1.0633
H 1.9750 0.8124 2.2438
H -4.9366 1.5922 -3.4851
H -6.5719 4.8910 -0.1104
H 0.7951 1.8849 1.5087
H 4.2456 -4.1884 0.6199
H -0.7308 -0.9461 -3.3275
H 2.6166 -0.6184 -1.3355
H 2.7275 -3.7688 2.5164
H -4.9200 0.1772 -2.4253
*
```

Output
LUMO   -0.79 eV
SMILES string   Cc1nc2c(s1)-c1nc(N(C)c3cccc([N+](=O)[O-])c3)ncc1CC2
Kohn-Sham gap   7.44 eV
HOMO level   -8.22 eV

---

Least stable: w

---

--- w ---
Computed, not measured: a gas-phase ion, C5H11O (charge +1), with the ωB97M-V functional and the def2-TZVPD basis.

The geometry in ORCA input format:
```
! RIJCOSX wB97M-V def2-TZVPD def2/J DEFGRID3
* xyz 1 1
O -0.0440 -0.4397 0.5389
C -1.0847 -0.0817 -0.3504
C 2.2284 0.7786 -0.1260
C -2.0305 0.9071 0.2025
C -1.0048 -1.4143 0.2587
C 1.3776 -0.4755 -0.0408
H 2.2735 1.2146 0.8587
H -0.6267 -2.1420 -0.4183
H -0.4067 0.0944 -1.4242
H -3.0064 0.3920 0.5701
H -2.2515 1.7735 -0.5478
H -1.7544 1.4271 1.0735
H 1.9852 -1.1977 0.5558
H 1.2642 -1.0182 -1.0284
H 3.1291 0.4753 -0.4929
H 1.7061 1.4120 -0.7578
H -1.7544 -1.7054 1.1285
*
```

Output
LUMO   -2.98 eV
Kohn-Sham gap   13.63 eV
HOMO level   -16.61 eV

---

--- x ---
Computed, not measured: a gas-phase ion, C5H11O (charge +1), with the ωB97M-V functional and the def2-TZVPD basis.

The geometry in ORCA input format:
```
! RIJCOSX wB97M-V def2-TZVPD def2/J DEFGRID3
* xyz 1 1
O -0.1506 -1.4943 0.8782
C -1.1219 0.6709 0.0213
C -1.4350 1.5030 -1.2087
C 1.5182 0.0183 -0.2715
C 0.7116 -1.7438 1.6778
C 0.0074 -0.3666 -0.1134
H 1.5530 -1.0135 2.1094
H -2.0124 -0.1195 0.1516
H -0.3415 -1.1385 -0.8995
H -2.0523 2.2487 -1.0268
H 2.2025 -0.7067 0.2478
H 1.7120 0.9511 0.1042
H 0.5897 -2.6579 2.2522
H -1.8480 0.8517 -1.9794
H -0.4239 1.8618 -1.6197
H 1.9653 -0.1031 -1.3100
H -0.8741 1.2384 0.9866
*
```

Output
LUMO   -5.82 eV
Kohn-Sham gap   9.84 eV
HOMO level   -15.66 eV

---

Least stable: w

---

--- w ---
Computed, not measured: 2 unconnected molecules or ions with the total composition C3H7O2PS, with the ωB97M-V functional and the def2-TZVPD basis.

The geometry in ORCA input format:
```
! RIJCOSX wB97M-V def2-TZVPD def2/J DEFGRID3
* xyz 0 1
S -2.7018 -2.3491 -0.5226
P -1.5608 -3.9884 0.0013
O -2.4574 -2.0031 -2.0827
O -3.3754 -3.7412 -0.2199
C -0.6121 0.1365 0.5960
C -0.5584 0.4511 -0.8800
C 0.4517 -0.2461 1.2900
H -1.6603 -2.3568 -2.4747
H 0.4217 0.7853 -1.1914
H 1.3682 -0.4852 0.7799
H -0.8712 -0.3422 -1.7087
H -1.3868 1.1617 -1.0975
H -1.6362 0.1545 1.0619
H 0.3283 -0.4069 2.3456
*
```

Output
LUMO   -0.01 eV
Kohn-Sham gap   7.53 eV
HOMO level   -7.54 eV

---

--- x ---
Computed, not measured: 2 unconnected molecules or ions with the total composition C3H7O2PS, with the ωB97M-V functional and the def2-TZVPD basis.

The geometry in ORCA input format:
```
! RIJCOSX wB97M-V def2-TZVPD def2/J DEFGRID3
* xyz 0 1
S -0.8331 -0.3185 1.3241
P -0.1882 -0.8195 -0.7543
O 1.1408 0.1231 -0.9590
O -1.4639 1.6072 -1.4615
C -1.2222 2.2248 -0.5206
C 0.8440 -2.3410 -0.5770
C -0.9534 3.1746 0.2764
H -2.1695 0.0502 1.0875
H 1.1458 0.7737 -1.7141
H -0.7538 4.0131 -0.2487
H 0.3839 -3.1646 -0.1759
H 1.3314 -2.5364 -1.4933
H 1.8079 -2.2215 0.1356
H -0.6547 3.0859 1.3417
*
```

Output
LUMO   0.61 eV
SMILES string   CP(O)S.C=C=O
Kohn-Sham gap   9.44 eV
HOMO level   -8.83 eV

---

Least stable: w

---

--- w ---
Computed, not measured: 2 unconnected molecules or ions with the total composition C14H20O, with the ωB97M-V functional and the def2-TZVPD basis.

The geometry in ORCA input format:
```
! RIJCOSX wB97M-V def2-TZVPD def2/J DEFGRID3
* xyz 0 1
O -0.0356 -2.6442 -1.4705
C 2.2458 1.0275 -0.7906
C -0.9153 -3.8179 -1.7226
C 0.3327 2.2833 2.3624
C -1.9342 -1.2001 -0.7346
C -0.4983 -1.5402 -0.9889
C -4.0408 -0.8468 -1.7675
C -0.2788 1.4551 -0.3208
C 1.1783 1.4144 0.2096
C 1.4539 1.7072 1.5008
C -2.4392 -0.9619 0.5439
C -2.6928 -1.1229 -1.8372
C -4.6081 -0.5677 -0.4776
C 2.9021 1.7024 1.9791
C -3.8512 -0.6459 0.6533
H 3.0122 1.8316 3.0207
H -0.4817 0.8301 -1.2456
H -1.0105 1.3384 0.5039
H 2.6734 0.0766 -0.4203
H -2.1964 -1.2099 -2.8868
H 3.3768 0.7118 1.7677
H -0.4326 2.4689 -0.7814
H 2.9155 1.8471 -0.7687
H -5.6490 -0.3950 -0.4094
H 1.7553 1.0307 -1.7839
H -4.8464 -0.6827 -2.5566
H 3.5403 2.4440 1.4863
H -0.4339 1.4968 2.7224
H -1.5914 -3.9696 -0.9445
H 0.6814 2.7921 3.2827
H -4.1959 -0.2298 1.6256
H -0.2817 3.1266 1.9411
H -0.1829 -4.6961 -1.8252
H -1.7274 -0.9116 1.3533
H -1.3955 -3.7001 -2.7942
*
```

Output
LUMO   0.63 eV
Kohn-Sham gap   8.14 eV
HOMO level   -7.51 eV

---

--- x ---
Computed, not measured: 2 unconnected molecules or ions with the total composition C14H20O, with the ωB97M-V functional and the def2-TZVPD basis.

The geometry in ORCA input format:
```
! RIJCOSX wB97M-V def2-TZVPD def2/J DEFGRID3
* xyz 0 1
O -0.7287 -1.2319 2.8759
C 3.7984 1.1741 -0.0097
C -4.2153 0.5159 1.5328
C -4.8380 0.2010 0.3568
C -3.0665 -0.0659 1.9550
C -2.4021 -0.9589 1.1194
C 0.1773 0.4136 -0.8792
C -1.2598 -1.7024 1.6482
C 2.0840 2.7685 -1.1811
C 2.1284 -1.0905 -0.5894
C -2.9587 -1.3067 -0.0682
C 2.4804 1.3985 -0.6697
C -0.5863 -2.7569 1.1105
C 1.6944 0.3110 -0.8181
C -4.1889 -0.7625 -0.4431
H -5.9186 0.4727 0.2828
H -4.5352 -0.9838 -1.4855
H 0.3307 -2.8817 1.6206
H -2.6689 0.0752 2.9492
H 2.7545 3.5177 -0.6684
H -0.3529 -0.2495 -1.6057
H -0.1499 -0.0720 0.0962
H 3.8630 1.5041 1.0557
H -0.8515 -3.1148 0.1514
H 4.4757 1.8912 -0.5540
H 1.2495 -1.7985 -0.5436
H 1.0045 2.9738 -1.0569
H 3.9817 0.1566 -0.0989
H 2.3830 2.9232 -2.1447
H -2.5674 -2.0629 -0.5858
H 2.4886 -1.0120 0.4929
H -0.1415 1.3837 -1.1955
H 0.2117 -1.4932 2.9267
H 2.9670 -1.4118 -1.2083
H -4.5842 1.2978 2.1852
*
```

Output
LUMO   0.47 eV
SMILES string   C=C(O)c1ccccc1.CC(C)=C(C)C
Kohn-Sham gap   8.42 eV
HOMO level   -7.95 eV

---

Least stable: w

---

--- w ---
Computed, not measured: 2 unconnected molecules or ions with the total composition C5H9F2P, with the ωB97M-V functional and the def2-TZVPD basis.

The geometry in ORCA input format:
```
! RIJCOSX wB97M-V def2-TZVPD def2/J DEFGRID3
* xyz 0 1
P -2.5664 0.2243 -0.3441
F -1.4645 -0.1931 -2.8402
F -1.4665 1.9249 -2.3066
C 1.1316 -0.9368 2.2311
C 0.6413 0.4768 -1.3409
C -1.4984 0.6154 -1.7610
C 0.6508 0.2807 0.0944
C 1.1573 -0.7430 0.7085
H -2.1051 1.4088 0.2915
H 0.0854 1.0351 0.7069
H 1.6485 -1.5216 0.1492
H 1.9690 -0.3385 2.7928
H -1.6287 -0.4597 0.2057
H 0.0823 -0.7944 2.5780
H 0.9787 -0.3660 -1.8874
H 0.8511 1.3234 -1.7790
H 1.5337 -1.9363 2.5010
*
```

Output
LUMO   0.68 eV
Kohn-Sham gap   8.87 eV
HOMO level   -8.19 eV

---

--- x ---
Computed, not measured: 2 unconnected molecules or ions with the total composition C5H9F2P, with the ωB97M-V functional and the def2-TZVPD basis.

The geometry in ORCA input format:
```
! RIJCOSX wB97M-V def2-TZVPD def2/J DEFGRID3
* xyz 0 1
P 2.3131 -0.7359 -0.5828
F 3.0630 1.4309 0.7773
F 4.0582 1.1741 -1.0861
C -2.7990 0.0683 -0.5003
C -0.5652 0.3985 0.6172
C 0.3523 -0.1026 1.4645
C -1.5022 -0.5939 -0.2817
C 3.2268 0.6169 -0.2627
H -3.2905 -0.1963 -1.4653
H 0.9726 0.3529 2.1497
H 3.0371 -1.2418 -1.7606
H -0.7547 1.4496 0.4197
H -3.3301 -0.2474 0.2593
H -1.6029 -1.5046 0.2472
H 0.4148 -1.2835 1.6273
H -0.8621 -0.8116 -1.1416
H -2.7311 1.2266 -0.4812
*
```

Output
LUMO   0.41 eV
SMILES string   FC(F)=P.C=CCC
Kohn-Sham gap   9.53 eV
HOMO level   -9.11 eV

---

Least stable: w